# C14H22BN3O4

A 3-piece molecular cluster, C14H22BN3O4 overall (ωB97M-V/def2-TZVPD, the Open Molecules 2025 dataset).

```
! wB97M-V def2-TZVPD RIJCOSX def2/J DEFGRID3
* xyz 0 1
H 1.8803 -1.5354 -0.7376
H -1.9281 5.1299 -3.2096
C -0.0587 -1.4839 -1.7728
O 0.3559 0.5698 1.0662
H 0.1194 5.1086 -5.6798
H 1.9369 -1.7675 -2.4700
C -0.9510 5.6003 -3.0940
H -0.9310 6.5283 -3.6684
H 1.2018 0.4383 1.5127
C -1.3485 0.5914 -1.1043
H -1.8622 -1.3074 -0.5882
H 1.4829 -2.9877 6.3232
C -0.4951 -1.0460 -3.1102
C 0.0575 4.2363 -5.0269
C 0.1262 4.6669 -3.5830
C -0.3055 -3.0239 -1.7420
H -0.7868 5.8241 -2.0430
C -0.9303 -0.7487 -0.6984
H 0.0663 -3.4174 -2.6864
C 1.1492 -1.9823 6.5846
N -0.8301 -0.6826 -4.1401
H 1.8705 -1.2582 6.2136
H 0.8843 3.5652 -5.2470
H 1.2701 -3.8055 -0.6748
B -0.1943 -0.6342 0.7179
H 1.8715 2.4097 -2.4604
O -0.3699 -0.8008 5.1887
O -0.1318 -1.7122 1.5660
C 1.9097 1.3692 -2.2115
N -1.7325 1.6364 -1.3723
H -1.0960 -3.6534 6.1053
C -1.3325 -2.6230 6.3747
H -0.8827 3.7163 -5.2150
C 1.7802 0.2145 -1.9195
H -0.2424 -1.4344 2.4853
C 1.4523 -1.1872 -1.6784
C -0.2014 -1.7103 5.9694
N 0.2661 -3.7355 -0.6285
H -0.0397 -3.3821 0.2668
H 1.0881 -1.9019 7.6707
H -2.2445 -2.3206 5.8657
H -1.4894 -2.5671 7.4527
O 1.0010 4.2749 -2.8460
H -1.3858 -3.1708 -1.7551
*
```

Properties
relative energy (zero: lowest compared OMol25 entry of this formula, charge and spin) = 290.52 kJ/mol
SMILES = C#CC[C@@](C#N)(CN)[C@H](C#N)B(O)O.CC(C)=O.CC(C)=O
orbital gap = 9.64 eV

Results of the natural (NBO) charge analysis, in e, for atoms 1 through 2: 0.231, 0.239

# C30H56N2O8

A 5-piece molecular cluster, C30H56N2O8 overall at a distorted geometry (ωB97M-V/def2-TZVPD, the Open Molecules 2025 dataset).

```
! wB97M-V def2-TZVPD RIJCOSX def2/J DEFGRID3
* xyz 0 1
H 29.1022 -10.2328 6.9454
H 24.6780 -14.5495 7.6021
H 29.2032 -1.3910 -0.4800
C 26.9539 -10.9301 -1.1412
C 24.9380 -11.2529 8.9070
C 29.1696 -9.2225 5.0038
H 25.9426 -12.9003 1.2483
C 29.1489 -7.2724 3.2511
H 25.7283 -3.2110 3.7035
N 28.5942 -7.9599 4.4440
H 27.5301 -10.3971 4.1840
C 28.5098 -7.8575 1.9673
C 28.6487 -5.7757 3.3693
H 22.9443 -10.4683 8.3774
H 26.2086 -14.9351 8.0841
H 27.9314 -10.9538 -1.6229
H 26.3451 -13.3442 11.6111
H 27.4355 -7.8107 1.7890
O 27.1260 -1.0672 1.3271
C 25.7167 -3.3614 4.7830
C 30.2947 -1.7900 2.5645
C 28.3368 -1.3959 1.3913
H 31.1120 -6.6976 2.4757
H 26.2164 -9.5690 9.0647
H 26.2827 -10.5894 10.5396
H 24.9139 -1.8364 6.2219
C 28.7381 -9.3242 6.4658
H 24.3712 -11.9757 6.8382
H 30.3416 -2.6364 3.2497
O 23.9897 -3.6789 6.3640
C 25.6452 -12.1326 0.5339
H 31.1176 -6.7330 4.1897
H 25.7609 -12.7756 -1.4684
O 26.4230 -10.4014 2.1717
H 26.3195 -13.2923 6.4469
C 28.6140 -10.4760 4.2675
H 30.5787 -3.3362 1.2158
O 24.0848 -12.0189 11.0250
H 31.2746 -8.9031 5.7119
H 28.5535 -2.9572 0.0979
O 23.9719 -5.8181 6.6890
H 26.8186 -14.7162 10.8917
O 27.0625 -10.3445 0.1449
C 25.1356 -13.7016 9.6932
H 26.0071 -5.6544 4.9597
C 26.4530 -13.7321 10.5982
C 26.1212 -12.9180 7.4512
H 24.1709 -9.3434 8.0809
H 23.1407 -12.1873 11.0690
H 24.5108 -5.0174 4.0297
C 24.1200 -14.7696 10.1767
H 31.1161 -1.0743 2.5301
C 30.4566 -2.2581 1.1116
C 25.2553 -4.8789 4.8137
H 24.5713 -11.9466 0.5232
O 27.2257 -7.8628 4.4477
C 30.7969 -9.2837 4.8090
H 30.7940 -9.0642 2.5017
H 29.1243 -10.5078 3.3049
H 26.9645 -8.5675 3.8504
H 32.3180 -8.9121 3.4382
O 28.9971 -1.1411 2.5741
C 30.7220 -7.2621 3.3227
H 24.2917 -15.7645 9.7658
C 26.3029 -10.8927 1.0288
C 26.1598 -10.5846 9.4566
C 29.1503 -2.0835 0.3600
C 26.4476 -12.2960 -0.7709
H 28.8231 -8.8897 1.8108
C 31.2514 -8.6884 3.4170
H 24.0196 -14.7974 11.2617
H 26.9685 -11.1464 8.9892
H 29.1130 -8.4312 6.9659
H 25.5543 -10.7640 6.8790
H 27.1580 -12.6739 7.6829
H 23.3609 -9.7526 9.7166
C 24.4356 -4.8926 5.9984
C 25.4843 -14.1293 8.2033
H 31.1459 -10.3085 4.9363
H 27.3541 -12.8741 -0.5915
H 27.5923 -5.5396 3.2407
H 27.6670 -9.3459 6.6670
H 26.7016 -3.2012 5.2218
C 24.5921 -2.6012 5.5151
H 29.0367 -5.0923 2.6139
C 25.2504 -11.6691 7.4049
N 24.4244 -12.3675 9.7229
H 23.8906 -2.1120 4.8393
H 31.3230 -1.8204 0.6157
H 28.9803 -5.2924 4.2883
H 28.9283 -7.4820 1.0335
H 27.4190 -13.3148 10.3140
H 26.1296 -10.4511 -1.6696
H 28.9936 -11.2910 4.8838
H 23.1144 -14.5410 9.8235
C 23.8692 -10.0916 8.8140
*
```

Properties
relative energy (zero: lowest compared OMol25 entry of this formula, charge and spin) = 298.69 kJ/mol
SMILES = CC1(C)CCCC(C)(C)N1O.CC1(C)CCCC(C)(C)N1O.O=C1CCCO1.O=C1CCCO1.O=C1CCCO1
orbital gap = 8.20 eV

Results of the Löwdin charge analysis, in e, for atoms 1 through 2: 0.080, 0.110

# CH2N2P2

CH2N2P2 as an isolated structure at a distorted geometry (ωB97M-V/def2-TZVPD, the Open Molecules 2025 dataset).

```
! wB97M-V def2-TZVPD RIJCOSX def2/J DEFGRID3
* xyz 0 1
C -0.1506 -0.4983 0.6452
H -0.6762 -0.8780 1.5075
N 1.1368 -0.2517 -1.4441
P 1.1025 -1.3235 -0.1933
P 0.1197 0.9493 -1.5095
N -0.5456 0.7021 0.1262
H -0.9866 1.3000 0.8681
*
```

Properties
relative energy (zero: lowest compared OMol25 entry of this formula, charge and spin) = 0.00 kJ/mol
orbital gap = 8.58 eV

Results of the natural (NBO) charge analysis, in e, for atoms 1 through 2: -0.419, 0.218

> Look up the relative energy (zero: lowest compared OMol25 entry of this formula, charge and spin) of the third one.

0.00 kJ/mol

> The lowest orbital gap belongs to which entry?

C30H56N2O8